(1)
45
Properties=species:S:1:pos:R:3:forces:R:3 method="wB97M-V/def2-TZVPD" mol_weight_g_mol=499.4 energy_ha=-3330.637590 lumo_ha="0.0643 / 0.0654" fmax_ev_per_a=3.67 homo_energy_ev="-4.3 / -4.3" spin_multiplicity=2 total_charge=-1 orbital_gap_ev="6.01 / 6.04"
Fe -0.0860 0.5665 0.0890 -1.621 0.604 -0.057
O 3.6268 0.2953 -1.2771 -1.397 0.171 -0.362
C 2.4106 0.4127 -1.1229 2.042 -0.161 1.759
N 1.7426 0.5442 0.0793 2.061 0.054 0.247
C 2.4111 0.5247 1.2894 1.987 -0.279 -1.777
O 3.6276 0.4348 1.4553 -1.290 0.223 0.366
C 1.4500 0.5333 2.3794 -2.160 0.038 1.739
C 1.8265 0.3103 3.7109 0.286 0.206 -0.890
C 0.8654 0.1455 4.6742 -1.298 0.133 -0.129
C -0.4890 0.2530 4.2950 1.271 -0.006 0.486
C -0.7893 0.5078 2.9787 -0.432 0.211 -0.292
N 0.1283 0.6271 2.0198 1.766 -0.612 0.968
C 1.4520 0.3749 -2.2130 -2.083 0.017 -1.763
C 1.8278 0.1577 -3.5440 0.285 0.135 0.923
C 0.8697 0.0831 -4.5225 -1.299 0.195 0.129
C -0.4788 0.2666 -4.1548 1.280 -0.093 -0.508
C -0.7749 0.5074 -2.8346 -0.417 0.243 0.358
N 0.1387 0.5404 -1.8626 1.310 -0.562 -1.014
H 2.8797 0.2329 3.9283 0.129 0.000 -0.033
H 1.1268 -0.0586 5.7014 0.070 -0.018 0.075
H -1.2792 0.1474 5.0212 -0.088 -0.017 0.008
H -1.8181 0.6165 2.6618 0.022 -0.074 -0.152
H 2.8784 0.0438 -3.7561 0.135 -0.027 0.029
H 1.1332 -0.0900 -5.5549 0.058 -0.054 -0.068
H -1.2658 0.2303 -4.8920 -0.076 0.029 0.006
H -1.8000 0.6839 -2.5336 0.032 -0.082 0.189
S -2.3542 0.6007 0.0962 -0.429 -0.256 -0.053
C -2.7229 2.2533 -0.2695 3.207 1.561 0.114
C -4.0330 2.5961 -0.5542 -2.084 0.578 -0.412
N -5.1301 2.8739 -0.7974 0.410 -0.147 0.098
C -1.7129 3.2538 -0.3018 -1.454 -3.356 0.274
S -0.0694 2.8733 0.0210 0.295 0.433 0.075
C -2.0362 4.5699 -0.5905 -0.581 2.077 -0.373
N -2.2838 5.6776 -0.8117 0.097 -0.413 0.045
C -0.0568 -4.2147 0.0645 0.003 -0.242 0.001
C 0.5849 -3.5220 1.0734 0.036 -0.023 0.156
C 0.5089 -2.1401 1.1170 -0.020 -0.311 -0.073
C -0.2037 -1.4136 0.1693 0.123 0.357 0.098
C -0.8493 -2.1317 -0.8283 0.006 -0.278 -0.098
C -0.7656 -3.5147 -0.8942 -0.132 -0.055 -0.072
H -0.0119 -5.2930 0.0327 0.046 -0.146 -0.057
H 1.1557 -4.0486 1.8285 0.003 -0.070 0.015
H 1.0455 -1.6458 1.9095 0.066 -0.014 0.110
H -1.4270 -1.6178 -1.5828 -0.078 0.058 -0.049
H -1.2534 -4.0495 -1.6990 -0.088 -0.028 -0.036

---

(2)
13
Properties=species:S:1:pos:R:3:forces:R:3 method="wB97M-V/def2-TZVPD" mol_weight_g_mol=126.0 energy_ha=-1076.854137 lumo_ha="-0.0388 / -0.0389" fmax_ev_per_a=1.56 homo_energy_ev="-7.2 / -10.7" spin_multiplicity=2 de_lowest_kj_mol=93.48 total_charge=0 orbital_gap_ev="6.15 / 9.67"
Cl 2.0616 -0.5565 -2.8705 -0.225 -0.377 -0.182
Cl 1.0169 -2.1329 -3.5524 0.232 0.363 0.166
C 0.6356 0.7146 0.1257 0.335 -0.210 -0.101
C -0.1991 -0.3610 0.8383 1.203 0.904 0.402
C -0.1258 1.1077 1.3206 -0.294 -0.173 0.172
C -1.3384 -0.7106 0.0705 -1.159 -0.751 0.205
H 1.7098 0.6330 0.2279 -0.009 0.115 -0.232
H 0.2253 0.9968 -0.8422 0.428 -0.040 0.167
H 0.3258 -1.1051 1.4569 -0.343 0.390 -0.502
H 0.4520 1.3037 2.2178 -0.268 0.016 -0.008
H -1.0386 1.6794 1.1663 0.255 -0.022 0.266
H -1.8968 0.0853 -0.4044 -0.009 -0.112 -0.155
H -1.8283 -1.6544 0.2457 -0.146 -0.104 -0.200

---

(3)
81
Properties=species:S:1:pos:R:3:forces:R:3 method="wB97M-V/def2-TZVPD" mol_weight_g_mol=504.6 energy_ha=-2860.627438 lumo_ha="-0.1471 / -0.1792" fmax_ev_per_a=3.99 homo_energy_ev="-8.8 / -8.7" spin_multiplicity=4 de_lowest_kj_mol=225.01 total_charge=+1 orbital_gap_ev="4.79 / 3.82"
Cr -1.4807 -0.2844 1.3877 -0.836 1.149 -1.856
C -1.6009 -2.3924 1.5300 -0.247 0.596 0.556
C -1.1183 -1.8380 2.7721 -0.793 -0.139 -0.384
C -3.2651 -1.0303 2.4193 0.294 -0.871 0.430
C -2.9259 -1.8739 1.3112 -0.527 -1.295 0.597
C -2.1606 -1.0189 3.3212 -0.159 -0.400 -0.150
C -0.9671 -3.4711 0.7230 0.021 -0.184 -0.176
H 0.1101 -3.5621 0.9285 -0.393 -0.066 -0.078
H -1.1062 -3.3267 -0.3637 0.001 -0.109 0.492
H -1.4713 -4.3982 1.0417 0.350 0.021 -0.407
C -3.8113 -2.1690 0.1750 0.152 -0.107 -0.265
H -3.6269 -3.1326 -0.3002 0.100 -0.086 0.198
H -3.5015 -1.2801 -0.5937 -0.267 -0.478 0.587
H -4.8842 -2.0542 0.3708 0.324 0.013 0.224
C -4.6565 -0.5358 2.6862 -0.040 0.743 -0.137
H -5.4158 -1.3341 2.6407 0.497 0.114 -0.088
H -4.9253 0.2141 1.9306 -0.157 -0.142 0.163
H -4.7448 -0.0661 3.6750 0.115 -0.086 -0.253
C -2.1348 -0.4167 4.6938 0.235 0.411 -0.100
H -2.6211 -1.0680 5.4409 0.174 0.226 -0.326
H -2.6263 0.5667 4.7032 0.058 -0.311 0.132
H -1.0873 -0.2660 4.9876 -0.289 -0.021 0.176
C 0.1564 -2.1864 3.4644 0.273 0.001 0.053
H -0.0745 -2.7195 4.3960 0.230 0.040 -0.165
H 0.7676 -1.3085 3.7207 -0.177 -0.151 0.029
H 0.7693 -2.8305 2.8269 -0.043 0.013 0.200
C 1.3827 -1.5591 -2.4993 -0.636 -0.531 0.205
C 1.7827 -2.5286 -1.6673 0.580 -0.605 -1.019
C 2.5802 -2.3935 -0.4050 0.056 0.027 0.613
C 3.3681 -1.0691 -0.2870 1.083 -1.431 -0.984
C 2.7756 -0.0410 0.5750 -0.914 0.967 0.655
C 1.6198 0.7955 0.3136 -2.446 -1.416 1.622
C 0.6326 0.2984 -0.7799 -0.034 1.083 -0.512
C 1.2716 -0.1053 -2.1296 -0.101 0.517 -0.820
H 3.3267 -3.2055 -0.3528 -0.509 0.118 -0.157
H 3.6336 -0.7261 -1.3180 -0.523 -0.779 1.027
H 1.9239 -2.5264 0.4620 0.144 -0.003 0.121
H 2.2783 0.3576 -2.1652 -0.810 -0.345 -0.034
H 1.0289 -1.8225 -3.5209 0.099 0.095 0.996
H 1.7212 -3.5760 -2.0029 -0.090 0.568 -0.061
H 0.7219 0.3908 -2.9421 -0.002 -0.103 0.295
H 0.1069 -0.5799 -0.3565 0.200 0.013 0.016
H 0.9579 0.9017 1.2106 0.359 -1.095 -0.058
H -0.1481 1.0681 -0.9694 0.370 -0.421 0.105
H 4.3639 -1.2927 0.1431 -0.430 -0.035 -0.037
H 2.9398 -0.1987 1.6479 0.249 0.013 -0.466
P 3.8750 1.3839 -1.4809 -0.316 0.319 0.569
C 3.9891 1.6266 -3.2692 0.434 0.185 -0.257
C 5.5570 1.1946 -0.8540 0.481 0.685 -0.315
P 2.1189 2.7025 0.6781 3.262 0.471 -2.253
C 3.1007 2.8837 -0.8644 0.491 1.180 -0.160
C 3.4258 2.5093 1.9419 -0.385 0.128 0.661
C 1.6435 4.4705 0.7801 -0.748 0.196 0.373
H 3.1640 2.2639 -3.6077 0.208 -0.205 0.002
H 3.9362 0.6591 -3.7862 0.039 0.248 0.085
H 4.9480 2.1040 -3.4826 -0.113 0.041 -0.344
H 6.1896 1.8354 -1.4736 0.360 -0.126 0.231
H 5.8838 0.1507 -0.9619 -0.150 0.339 0.062
H 5.6423 1.5107 0.1904 -0.039 -0.185 -0.170
H 2.4810 5.0793 0.4122 -0.124 -0.383 0.107
H 1.4471 4.7595 1.8164 -0.238 -0.047 -0.208
H 0.7765 4.6645 0.1398 0.068 0.030 0.250
H 2.4081 3.2745 -1.6263 0.201 -0.131 0.100
H 3.8786 3.6450 -0.7226 -0.276 0.202 0.101
H 3.1061 3.0499 2.8427 0.222 -0.099 -0.148
H 4.3768 2.9248 1.5870 -0.339 0.039 0.048
H 3.5870 1.4596 2.2039 -0.011 0.443 -0.049
C -3.5572 -0.6032 -3.1942 0.073 0.059 -0.185
C -3.7631 0.3941 -2.0549 0.557 0.532 0.361
C -3.2025 1.7730 -2.3951 -0.161 0.205 -0.405
C -5.2691 0.5147 -1.7702 -0.163 0.005 -0.017
O -3.0187 -0.0417 -0.9524 0.814 0.290 0.699
H -2.4951 -0.6255 -3.4570 -0.061 -0.068 -0.041
H -4.1413 -0.3463 -4.0836 0.062 0.000 0.028
H -3.8532 -1.6044 -2.8645 0.027 0.129 -0.046
H -3.7691 2.2619 -3.1957 0.134 0.094 0.046
H -3.2155 2.3995 -1.4950 -0.167 -0.074 -0.149
H -2.1579 1.6728 -2.7066 -0.022 -0.023 -0.067
H -5.7379 -0.4691 -1.6180 0.204 0.239 0.024
H -5.4591 1.1340 -0.8826 0.091 -0.115 -0.185
H -5.7601 0.9833 -2.6384 0.043 -0.119 0.299